Entry 1:
Formula: C28H26AgN2O4PS
Source: OMol25
Level of theory: ωB97M-V/def2-TZVPD

Calculated values
charge	-2
energy relative to the best compared isomer or geometry (same formula, charge and spin)	0.00	kcal per mole
orbital gap	5.750	eV

Geometry (Å):
Ag -0.190 -0.455 1.042
C 3.329 -5.797 -2.587
C 2.207 -5.212 -3.148
C 1.618 -4.098 -2.551
C 2.131 -3.552 -1.379
C 3.259 -4.164 -0.821
C 3.858 -5.262 -1.415
P 1.364 -2.149 -0.398
C 0.007 -1.705 -1.555
C -1.185 -2.422 -1.447
C -2.276 -2.105 -2.238
C -2.200 -1.047 -3.133
C -1.031 -0.306 -3.223
C 0.066 -0.632 -2.440
C 2.659 -0.869 -0.759
C 3.541 -0.992 -1.801
C 4.586 -0.057 -1.987
C 4.743 0.973 -1.108
C 3.846 1.144 -0.023
C 3.992 2.222 0.885
C 3.079 2.386 1.887
C 1.974 1.512 2.007
C 1.771 0.442 1.161
C 2.758 0.245 0.144
H 3.788 -6.662 -3.052
H 1.780 -5.613 -4.061
H 0.749 -3.648 -3.016
H 3.678 -3.764 0.097
H 4.736 -5.705 -0.960
H -1.278 -3.193 -0.690
H -3.205 -2.646 -2.112
H -3.065 -0.773 -3.725
H -0.980 0.554 -3.880
H 0.960 -0.022 -2.484
H 3.456 -1.819 -2.495
H 5.265 -0.172 -2.826
H 5.549 1.691 -1.234
H 4.824 2.909 0.759
H 3.185 3.214 2.583
H 1.247 1.714 2.789
O -4.098 -0.454 2.419
S -2.688 -0.632 2.039
O -2.512 -0.406 0.558
O -2.162 -1.975 2.362
O -1.836 0.402 2.719
N -0.735 2.495 -0.231
C -1.600 2.907 0.415
N -2.595 3.426 1.136
C -3.905 2.744 1.013
C -4.892 3.477 1.904
C -4.516 3.325 3.386
C -2.994 3.203 3.558
C -2.257 3.964 2.468
H -3.829 1.697 1.301
H -4.207 2.791 -0.034
H -5.897 3.094 1.718
H -4.898 4.537 1.624
H -4.980 2.422 3.786
H -4.914 4.177 3.949
H -2.704 2.151 3.482
H -2.675 3.571 4.538
H -1.177 3.895 2.593
H -2.528 5.028 2.490



Entry 2:
Formula: C27H52BrN3O11PS3
Source: OMol25
Level of theory: ωB97M-V/def2-TZVPD

Calculated values
charge	+1
orbital gap	8.573	eV

Geometry (Å):
C 4.635 2.084 2.025
C 5.198 1.123 0.963
C 4.135 0.456 0.090
Br 4.824 0.351 -1.747
N 3.585 -0.868 0.592
C 2.387 -0.475 1.445
C 1.078 -0.270 0.698
C 0.062 0.232 1.716
O 0.326 0.261 2.878
N -1.176 0.617 1.205
C -2.287 -0.277 1.444
C -3.570 0.216 1.259
C -4.689 -0.584 1.489
C -4.512 -1.895 1.923
C -3.226 -2.399 2.083
C -2.107 -1.599 1.843
C 3.156 -1.801 -0.481
C 2.684 -3.039 0.249
C 3.762 -3.138 1.396
C 4.488 -1.770 1.419
C 4.865 -1.303 2.848
C 4.861 -2.388 3.909
N 5.863 -2.808 4.533
P 6.156 -2.206 0.627
O 7.006 -2.930 1.581
H 5.229 2.986 2.066
H 3.633 2.397 1.731
H 4.527 1.621 2.999
H 5.891 0.433 1.421
H 5.798 1.740 0.308
H 3.318 1.153 0.005
H 2.606 0.444 1.969
H 2.230 -1.208 2.225
H 0.661 -1.165 0.254
H 1.186 0.516 -0.050
H -1.109 0.885 0.233
H -3.720 1.239 0.950
H -5.680 -0.190 1.348
H -5.349 -2.538 2.136
H -3.086 -3.420 2.400
H -1.135 -2.046 1.998
H 4.000 -2.162 -1.054
H 2.501 -1.383 -1.235
H 1.728 -2.927 0.736
H 2.724 -3.908 -0.391
H 3.186 -3.342 2.285
H 4.460 -3.945 1.220
H 5.878 -0.909 2.831
H 4.242 -0.490 3.216
H 3.894 -2.801 4.179
H 6.714 -2.368 4.180
H 6.714 -1.037 0.083
H 5.816 -3.012 -0.477
O -5.311 0.473 -1.351
S -4.943 1.453 -2.329
O -5.082 2.844 -2.034
O -5.651 1.115 -3.697
C -7.098 0.962 -3.701
C -7.820 2.290 -3.621
C -3.292 1.152 -2.864
H -7.401 0.293 -2.896
H -7.328 0.466 -4.640
H -7.656 2.777 -2.660
H -8.891 2.132 -3.745
H -7.467 2.969 -4.397
H -3.186 0.099 -3.109
H -2.638 1.422 -2.037
H -3.084 1.779 -3.727
O 7.023 3.636 0.380
S 7.919 3.633 -0.746
O 8.620 2.434 -1.082
O 8.933 4.830 -0.596
C 9.698 4.939 0.632
C 10.829 3.935 0.708
C 7.071 4.224 -2.169
H 9.024 4.855 1.486
H 10.092 5.953 0.625
H 10.455 2.915 0.779
H 11.440 4.135 1.587
H 11.456 3.995 -0.181
H 6.555 5.146 -1.916
H 6.358 3.455 -2.459
H 7.795 4.384 -2.963
O -9.254 -1.269 -2.413
S -9.922 -2.520 -2.204
O -10.905 -2.967 -3.137
O -10.531 -2.531 -0.740
C -11.395 -1.435 -0.359
C -12.777 -1.537 -0.972
C -8.734 -3.794 -1.962
H -10.913 -0.489 -0.609
H -11.459 -1.494 0.726
H -12.743 -1.418 -2.054
H -13.421 -0.759 -0.563
H -13.219 -2.510 -0.761
H -8.002 -3.460 -1.233
H -8.260 -3.974 -2.924
H -9.248 -4.689 -1.623



Entry 3:
Formula: CH2S3
Source: OMol25
Level of theory: ωB97M-V/def2-TZVPD

Calculated values
energy relative to the best compared isomer or geometry (same formula, charge and spin)	19.47	kcal per mole
orbital gap	8.371	eV

Geometry (Å):
C 0.981 0.602 -0.011
S 2.509 0.824 -0.297
S -1.875 -0.331 0.176
S -0.031 -0.792 -0.477
H 0.548 1.315 0.656
H -2.131 -1.619 -0.047



> Among the records above, which one has the lowest orbital gap?

C28H26AgN2O4PS



> Which of these has the highest orbital gap?

C27H52BrN3O11PS3



> Among the records above, which one has the lowest orbital gap?

C28H26AgN2O4PS